No. 1
{
  "formula": "C42H34N4O2S4Ti",
  "method": "ωB97M-V/def2-TZVPD",
  "gap_ev": 5.8,
  "charge": 0,
  "homo_energy_ev": -6.66,
  "species": ["Ti", "S", "C", "C", "C", "C", "C", "C", "S", "C", "C", "C", "C", "C", "C", "C", "S", "C", "C", "C", "C", "C", "C", "S", "N", "H", "H", "H", "H", "H", "H", "H", "H", "H", "H", "H", "H", "H", "H", "H", "C", "O", "C", "N", "C", "C", "C", "C", "C", "C", "C", "C", "C", "C", "C", "C", "N", "C", "N", "C", "C", "O", "C", "C", "C", "C", "C", "C", "H", "H", "H", "H", "H", "H", "H", "H", "H", "H", "H", "H", "H", "H", "H", "H", "H", "H", "H"],
  "positions_angstrom": [[-0.1113, 0.0476, -0.1873], [-2.0049, 1.6981, -0.8437], [-2.5991, 1.5923, -2.4977], [-3.9962, 1.5369, -2.6550], [-4.5972, 1.5319, -3.8981], [-3.8252, 1.5840, -5.0521], [-2.4515, 1.6457, -4.9274], [-1.8386, 1.6434, -3.6734], [-0.0652, 1.6900, -3.6290], [0.2624, -0.0172, -4.1511], [-0.6182, -1.0253, -3.4509], [-1.1871, -2.0732, -4.1613], [-2.0470, -2.9533, -3.5044], [-2.3361, -2.7525, -2.1695], [-1.7425, -1.6728, -1.5224], [-1.8626, -1.2681, -0.1246], [-1.1143, 0.5092, 1.9127], [0.0417, 0.6900, 3.2113], [-0.3990, 1.0233, 4.4940], [0.4996, 1.1169, 5.5416], [1.8533, 0.8723, 5.3183], [2.2980, 0.5372, 4.0510], [1.3973, 0.4431, 2.9861], [1.9186, 0.0070, 1.3829], [-0.8844, -0.8586, -2.1545], [-4.6021, 1.4962, -1.7592], [-5.6771, 1.4879, -3.9676], [-4.2875, 1.5853, -6.0303], [-1.8248, 1.7057, -5.8096], [1.3216, -0.2047, -3.9536], [0.1154, -0.1132, -5.2268], [-0.9767, -2.1814, -5.2166], [-2.5031, -3.7733, -4.0454], [-3.0229, -3.3916, -1.6297], [-1.8872, -2.0923, 0.5872], [-2.7361, -0.6392, 0.0290], [-1.4541, 1.2110, 4.6530], [0.1491, 1.3781, 6.5323], [2.5603, 0.9408, 6.1360], [3.3485, 0.3421, 3.8710], [1.7027, 4.3553, -0.7839], [2.4435, 3.3755, -1.5659], [1.9036, 2.1996, -1.2328], [0.8943, 2.1636, -0.4683], [0.5383, 3.5601, -0.1546], [0.3559, 3.7924, 1.3242], [1.3976, 3.5550, 2.2167], [1.2225, 3.7794, 3.5722], [0.0029, 4.2432, 4.0460], [-1.0436, 4.4651, 3.1634], [-0.8677, 4.2363, 1.8056], [2.5158, 0.9693, -1.7303], [3.6944, 0.9340, -2.4581], [4.2324, -0.3004, -2.7810], [3.6016, -1.4502, -2.3349], [2.4262, -1.3123, -1.6150], [1.8695, -0.1322, -1.3507], [1.7159, -2.4408, -1.0055], [0.6958, -2.2719, -0.2747], [0.2308, -3.6169, 0.1188], [1.4063, -4.5174, -0.3137], [2.1885, -3.6763, -1.2058], [-0.1363, -3.7811, 1.5707], [0.2724, -2.8796, 2.5411], [-0.0738, -3.0830, 3.8705], [-0.8226, -4.1914, 4.2352], [-1.2300, -5.1002, 3.2654], [-0.8941, -4.8917, 1.9370], [1.3776, 5.1427, -1.4585], [2.3803, 4.7595, -0.0339], [-0.4034, 3.7614, -0.6644], [2.3384, 3.1517, 1.8563], [2.0284, 3.5652, 4.2627], [-0.1367, 4.4073, 5.1069], [-2.0036, 4.8038, 3.5316], [-1.6913, 4.3750, 1.1149], [4.1697, 1.8618, -2.7422], [5.1489, -0.3660, -3.3516], [4.0020, -2.4360, -2.5210], [-0.6538, -3.8387, -0.4848], [1.1054, -5.4044, -0.8642], [2.0386, -4.7919, 0.5306], [0.8570, -2.0154, 2.2555], [0.2389, -2.3581, 4.6126], [-1.0967, -4.3465, 5.2708], [-1.8206, -5.9640, 3.5429], [-1.2354, -5.5901, 1.1792]]
}

No. 2
{
  "formula": "C4H10O2",
  "method": "ωB97M-V/def2-TZVPD",
  "gap_ev": [8.2, 8.3],
  "charge": 0,
  "homo_energy_ev": [-7.43, -7.51],
  "species": ["C", "O", "C", "C", "O", "C", "H", "H", "H", "H", "H", "H", "H", "H", "H", "H"],
  "positions_angstrom": [[-2.0285, -1.7990, 0.5956], [-0.7697, -1.2000, 0.4323], [-0.8546, 0.2167, 0.4649], [0.4942, 0.8149, 0.3730], [0.8165, 1.4120, -0.7345], [1.9775, 1.8700, -1.0894], [-1.8779, -2.8810, 0.5895], [-2.4976, -1.5084, 1.5500], [-2.7175, -1.5290, -0.2210], [-1.4663, 0.5855, -0.3746], [-1.3562, 0.5192, 1.4012], [1.2430, 0.7548, 1.1575], [1.8835, -0.9234, -0.6370], [1.9892, 2.4266, -2.0136], [2.7959, 1.8445, -0.3776], [2.3686, -0.6032, -1.1162]]
}

No. 3
{
  "formula": "C47H47N8O",
  "method": "ωB97M-V/def2-TZVPD",
  "gap_ev": 6.7,
  "charge": 1,
  "homo_energy_ev": -10.82,
  "species": ["O", "C", "C", "C", "N", "C", "C", "C", "C", "C", "C", "C", "C", "C", "H", "H", "H", "H", "H", "H", "H", "H", "H", "H", "H", "H", "N", "C", "C", "C", "C", "C", "H", "H", "H", "H", "H", "N", "C", "C", "C", "C", "C", "H", "H", "H", "H", "H", "N", "C", "C", "C", "C", "C", "H", "H", "H", "H", "H", "N", "C", "C", "C", "C", "C", "H", "H", "H", "H", "H", "N", "C", "C", "C", "C", "C", "H", "H", "H", "H", "H", "N", "C", "C", "C", "C", "C", "H", "H", "H", "H", "H", "N", "C", "C", "C", "C", "C", "H", "H", "H", "H", "H"],
  "positions_angstrom": [[-2.0446, -2.8410, 2.1379], [-1.5919, -3.3807, 0.9060], [-2.2722, -4.5927, 0.1555], [-1.6138, -5.0756, -1.1540], [-0.4210, -4.4531, -1.7409], [0.2182, -3.3315, -1.1046], [1.5103, -2.5585, -1.7100], [1.0357, -1.0068, -1.8288], [1.7595, 0.1809, -1.1424], [1.1294, 1.6157, -1.3335], [-0.1818, 1.8213, -2.1862], [-0.8888, 0.6291, -2.9045], [-0.2614, -0.7822, -2.7029], [-0.3427, -2.7431, 0.2412], [-1.4074, -3.0662, 2.8677], [-3.2057, -5.0367, 0.6395], [-2.0997, -5.9608, -1.7132], [-0.0678, -4.8433, -2.6280], [2.3642, -2.6946, -0.9327], [1.7896, -2.9117, -2.7594], [2.7096, -0.0025, -0.5303], [1.5776, 2.5570, -0.8362], [-0.6737, 2.8551, -2.3235], [-1.8267, 0.7188, -3.5471], [-0.7601, -1.6904, -3.2026], [0.1756, -1.8588, 0.7369], [4.0908, -3.4466, 1.0025], [3.6257, -3.3482, 2.2596], [4.4367, -3.3224, 3.3819], [5.8102, -3.4066, 3.2012], [6.3183, -3.5110, 1.9145], [5.4245, -3.5250, 0.8567], [2.5453, -3.2883, 2.3496], [4.0064, -3.2389, 4.3722], [6.4784, -3.3908, 4.0554], [7.3838, -3.5789, 1.7376], [5.7736, -3.6013, -0.1680], [2.1702, -5.2059, -5.0565], [3.1674, -5.2469, -4.1569], [4.4985, -5.0282, -4.4699], [4.8251, -4.7546, -5.7907], [3.8153, -4.7080, -6.7418], [2.5135, -4.9372, -6.3271], [2.8612, -5.4680, -3.1388], [5.2607, -5.0709, -3.7018], [5.8565, -4.5789, -6.0761], [4.0347, -4.4978, -7.7810], [1.6892, -4.9080, -7.0324], [-1.5478, 3.3180, 1.8978], [-1.4782, 2.4032, 0.9145], [-1.7076, 1.0500, 1.1035], [-2.0237, 0.6105, 2.3815], [-2.1005, 1.5320, 3.4164], [-1.8574, 2.8651, 3.1256], [-1.2251, 2.7950, -0.0638], [-1.6406, 0.3562, 0.2732], [-2.2091, -0.4417, 2.5693], [-2.3441, 1.2214, 4.4248], [-1.9086, 3.6244, 3.8993], [7.7721, -0.5894, 1.5405], [8.9513, -0.0080, 1.8170], [9.0786, 1.1947, 2.4932], [7.9224, 1.8406, 2.9067], [6.6904, 1.2635, 2.6328], [6.6693, 0.0562, 1.9538], [9.8258, -0.5493, 1.4707], [10.0563, 1.6159, 2.6910], [7.9807, 2.7846, 3.4376], [5.7681, 1.7405, 2.9405], [5.7303, -0.4367, 1.7194], [-5.7570, 2.6862, 2.5437], [-6.9032, 2.0354, 2.8030], [-7.3554, 0.9486, 2.0719], [-6.5833, 0.5070, 1.0070], [-5.3951, 1.1622, 0.7155], [-5.0279, 2.2375, 1.5089], [-7.4733, 2.4199, 3.6428], [-8.2875, 0.4601, 2.3281], [-6.9043, -0.3400, 0.4098], [-4.7681, 0.8445, -0.1087], [-4.1063, 2.7797, 1.3237], [3.5235, 4.8323, -2.2620], [4.7080, 5.4001, -1.9817], [4.8467, 6.5983, -1.2997], [3.6966, 7.2538, -0.8841], [2.4592, 6.6905, -1.1619], [2.4268, 5.4868, -1.8470], [5.5773, 4.8516, -2.3299], [5.8285, 7.0086, -1.0989], [3.7637, 8.1946, -0.3485], [1.5413, 7.1752, -0.8529], [1.4834, 5.0045, -2.0850], [-11.8090, 1.1462, 0.3224], [-10.6250, 1.7158, 0.6011], [-10.4870, 2.9146, 1.2819], [-11.6376, 3.5692, 1.6979], [-12.8745, 3.0042, 1.4217], [-12.9062, 1.7995, 0.7378], [-9.7554, 1.1678, 0.2525], [-9.5052, 3.3263, 1.4815], [-11.5711, 4.5106, 2.2326], [-13.7926, 3.4880, 1.7310], [-13.8488, 1.3161, 0.5014]]
}

No. 4
{
  "formula": "C6H9NO2",
  "method": "ωB97M-V/def2-TZVPD",
  "gap_ev": 7.7,
  "charge": 0,
  "homo_energy_ev": -7.13,
  "species": ["C", "N", "C", "C", "H", "H", "H", "H", "H", "H", "H", "C", "O", "C", "C", "O", "H", "H"],
  "positions_angstrom": [[0.4891, 0.5791, -1.7363], [0.1002, 0.9688, -0.3683], [0.7575, -0.2382, 0.9061], [2.0330, -0.6392, 0.6390], [0.5043, 1.8639, -0.0882], [0.5802, 0.2824, 1.8392], [1.5672, 0.6944, -1.8208], [-0.0218, 1.2031, -2.4656], [0.1936, -0.4619, -1.8645], [2.2968, -1.1136, -0.2974], [2.7555, -0.6278, 1.4446], [-1.3472, 0.9320, -0.1481], [-1.6040, 1.5315, 1.0270], [-0.5495, -1.3222, 0.8443], [-1.2001, -2.3427, 0.8863], [-2.1689, 0.5527, -0.9364], [-2.5314, 1.3204, 1.2278], [-1.8545, -3.1827, 0.9113]]
}

| no. | total energy (eV) |
| --- | --- |
| 1 | -120621.16719 |
| 2 | -8400.14891 |
| 3 | -63454.79333 |
| 4 | -11947.87055 |